{
  "formula": "C44H57BBrN10O2",
  "method": "wB97M-V/def2-TZVPD",
  "fmax_ev_per_a": 1.16,
  "charge": 1,
  "e_homo_ha": -0.4045,
  "de_lowest_kcal_mol": 0.00,
  "orbital_gap_ev": 7.71,
  "spin_multiplicity": 1,
  "energy_ev": -136261.9310,
  "symbols": ["C", "C", "N", "N", "N", "C", "C", "C", "C", "O", "C", "C", "C", "Br", "C", "C", "C", "B", "O", "N", "C", "C", "H", "H", "H", "H", "H", "H", "H", "H", "H", "H", "H", "H", "H", "H", "H", "H", "H", "H", "H", "H", "H", "H", "H", "H", "H", "H", "H", "N", "C", "C", "C", "C", "C", "H", "H", "H", "H", "H", "N", "C", "C", "C", "C", "C", "H", "H", "H", "H", "H", "N", "C", "C", "C", "C", "C", "H", "H", "H", "H", "H", "N", "C", "C", "C", "C", "C", "H", "H", "H", "H", "H", "N", "C", "C", "C", "C", "C", "H", "H", "H", "H", "H", "N", "C", "C", "C", "C", "C", "H", "H", "H", "H", "H"],
  "xyz": [[0.721781, 3.324410, 4.610334], [0.956919, 2.257984, 3.543061], [0.499177, 2.632096, 2.171564], [-0.842057, 2.265558, 1.976002], [-1.747921, 3.111217, 2.412979], [-3.015195, 2.760030, 2.281920], [-3.998997, 3.768782, 2.798590], [-5.452846, 3.314117, 2.930459], [-6.292725, 3.606668, 1.703001], [-5.777873, 2.829350, 0.620008], [-3.362001, 1.512225, 1.726292], [-2.390663, 0.654194, 1.289976], [-2.655553, -0.714059, 0.701823], [-4.523460, -0.909512, 0.184222], [-2.278162, -1.859622, 1.656865], [-2.638377, -1.605010, 3.124727], [-1.048927, 1.088567, 1.403309], [0.279634, 0.331209, 0.907262], [0.797069, -0.537170, 1.826495], [0.877329, 0.524625, -0.376970], [2.135349, 1.282165, -0.404493], [-0.023673, 0.890091, -1.475172], [-0.182214, 3.901697, 4.415172], [1.580699, 3.988359, 4.710223], [0.590434, 2.840807, 5.580932], [2.009480, 1.990400, 3.454735], [0.427144, 1.339630, 3.802839], [0.509379, 3.644513, 2.072560], [-3.616804, 4.107760, 3.764163], [-3.956516, 4.633202, 2.126689], [-5.898192, 3.876548, 3.755557], [-5.543536, 2.259456, 3.202899], [-7.339931, 3.356943, 1.892363], [-6.233461, 4.673524, 1.457156], [-6.435548, 2.781551, -0.079732], [-4.402581, 1.235687, 1.635736], [-2.105230, -0.810356, -0.234517], [-2.772337, -2.758791, 1.295681], [-1.209581, -2.043215, 1.559771], [-1.765056, -1.296735, 3.703149], [-3.018940, -2.515956, 3.586171], [-3.418965, -0.849441, 3.241113], [1.400142, -1.168116, 1.412592], [2.739450, 0.979568, -1.262644], [1.941706, 2.355293, -0.493352], [2.705674, 1.104499, 0.507190], [0.339002, 1.758717, -2.028849], [-0.106208, 0.070767, -2.195336], [-1.037261, 1.124373, -1.136648], [-1.315311, -3.848374, -0.886777], [-1.344180, -4.964048, -1.614297], [-0.458367, -5.223520, -2.650633], [0.510775, -4.281787, -2.958292], [0.549576, -3.113854, -2.209220], [-0.378179, -2.955271, -1.194247], [-2.114218, -5.681174, -1.353289], [-0.528025, -6.147579, -3.208326], [1.212747, -4.463250, -3.764099], [1.282960, -2.343040, -2.409101], [-0.381493, -2.050738, -0.590179], [-1.057417, 1.281884, 7.846788], [-0.220092, 0.857062, 8.790775], [0.583024, -0.266219, 8.653913], [0.512810, -0.990161, 7.475699], [-0.356746, -0.561471, 6.484123], [-1.114952, 0.575056, 6.719056], [-0.191151, 1.446336, 9.700247], [1.245231, -0.562643, 9.455380], [1.121307, -1.873597, 7.333245], [-0.449564, -1.099523, 5.550257], [-1.809616, 0.937864, 5.965268], [2.428650, -5.572538, -5.390189], [3.060650, -6.742919, -5.318927], [3.961932, -7.185770, -6.274424], [4.220688, -6.371413, -7.365466], [3.569568, -5.151651, -7.453552], [2.687576, -4.798005, -6.443533], [2.832279, -7.355616, -4.453442], [4.446469, -8.145962, -6.163165], [4.917125, -6.682299, -8.133249], [3.739791, -4.484163, -8.287424], [2.161721, -3.847721, -6.474398], [1.584277, -1.222871, -7.194427], [0.656597, -0.312915, -7.485985], [0.837028, 0.691785, -8.424797], [2.047029, 0.759345, -9.098304], [3.022379, -0.180539, -8.807095], [2.739219, -1.145717, -7.853045], [-0.277806, -0.395637, -6.941401], [0.044982, 1.401072, -8.622440], [2.225402, 1.528546, -9.838360], [3.984245, -0.174353, -9.301880], [3.475025, -1.903472, -7.603875], [6.548223, -1.100394, -7.465607], [5.880447, -0.637883, -6.411358], [6.492008, -0.161541, -5.261809], [7.876445, -0.167839, -5.202507], [8.585479, -0.647560, -6.291992], [7.877643, -1.100005, -7.395888], [4.801925, -0.654972, -6.502354], [5.895070, 0.203875, -4.437272], [8.394687, 0.194454, -4.324044], [9.666464, -0.672122, -6.290771], [8.400077, -1.479857, -8.266616], [-3.713803, 4.565482, 6.291619], [-3.332625, 3.632929, 7.163165], [-3.981384, 3.394309, 8.364103], [-5.085577, 4.170004, 8.679711], [-5.493090, 5.146987, 7.783148], [-4.778441, 5.302950, 6.605387], [-2.459813, 3.052638, 6.893098], [-3.618534, 2.621415, 9.027151], [-5.619503, 4.018752, 9.608845], [-6.347853, 5.776219, 7.989744], [-5.071369, 6.054417, 5.879464]],
  "forces_ev_per_angstrom": [[0.11, -0.19, 0.18], [-0.17, -0.08, 0.07], [0.07, 0.05, 0.09], [-0.06, -0.08, -0.06], [-0.11, 0.06, 0.05], [0.05, -0.08, -0.03], [-0.03, -0.06, -0.06], [-0.22, 0.33, 0.13], [0.08, -0.18, -0.11], [-0.05, -0.01, 0.03], [-0.16, 0.09, 0.19], [0.39, 0.09, -0.12], [-0.05, -0.03, 0.14], [-0.01, 0.02, -0.08], [-0.11, 0.03, 0.13], [-0.06, -0.14, 0.04], [-0.38, -0.42, -0.18], [0.53, -0.24, 0.08], [-0.13, 0.04, 0.01], [-0.81, 0.82, 0.15], [0.28, -0.46, -0.20], [0.05, -0.14, -0.39], [0.04, 0.02, -0.01], [-0.12, 0.13, -0.15], [0.01, 0.02, -0.02], [-0.02, 0.05, 0.02], [0.06, -0.02, -0.08], [0.09, -0.02, -0.04], [-0.01, 0.03, 0.04], [0.06, 0.00, 0.05], [0.05, -0.06, 0.02], [0.07, 0.02, -0.01], [0.03, -0.01, 0.02], [-0.02, -0.02, 0.04], [0.04, 0.05, -0.03], [0.04, 0.13, -0.03], [-0.06, -0.03, 0.01], [0.11, 0.05, -0.12], [0.04, -0.01, 0.02], [-0.06, 0.15, -0.06], [0.05, 0.02, 0.00], [0.01, -0.04, -0.01], [0.20, 0.15, 0.09], [0.03, -0.02, 0.07], [-0.03, -0.02, 0.09], [0.00, -0.01, -0.05], [0.04, 0.03, 0.13], [0.00, 0.01, 0.04], [0.05, -0.01, 0.06], [-0.01, 0.02, 0.00], [0.00, 0.00, 0.01], [0.00, 0.01, 0.01], [0.01, 0.06, -0.01], [-0.01, -0.04, 0.00], [-0.05, 0.08, 0.04], [0.01, -0.01, -0.01], [-0.01, 0.00, 0.00], [-0.02, -0.05, 0.02], [0.00, 0.01, 0.01], [0.14, 0.01, -0.04], [0.03, -0.06, -0.06], [-0.01, 0.04, 0.01], [0.00, -0.01, -0.01], [0.01, 0.00, 0.00], [0.02, 0.02, 0.00], [0.00, 0.00, 0.01], [0.01, -0.01, 0.01], [-0.01, 0.00, 0.01], [0.00, 0.00, 0.00], [0.00, 0.00, 0.01], [-0.01, -0.02, -0.01], [0.06, -0.03, -0.02], [-0.02, 0.01, 0.00], [0.00, 0.00, -0.01], [0.00, 0.00, 0.00], [0.01, -0.02, 0.01], [-0.06, 0.10, 0.02], [0.02, -0.01, 0.00], [-0.01, 0.00, 0.01], [0.00, 0.00, 0.00], [0.00, 0.00, 0.00], [0.00, 0.00, -0.05], [0.00, 0.00, 0.01], [0.00, 0.00, 0.02], [0.02, 0.00, 0.00], [0.00, -0.01, 0.01], [0.01, 0.02, -0.03], [-0.07, -0.13, 0.00], [-0.01, 0.01, -0.01], [-0.01, 0.00, 0.00], [0.00, 0.00, 0.00], [0.01, -0.01, 0.02], [0.02, 0.00, -0.07], [-0.03, -0.01, -0.02], [0.03, -0.02, -0.02], [0.04, -0.01, -0.01], [0.00, 0.00, 0.00], [0.00, 0.00, 0.01], [-0.01, 0.00, -0.01], [0.02, 0.09, 0.14], [-0.01, 0.00, 0.00], [0.00, 0.00, 0.00], [0.00, 0.00, -0.01], [0.01, 0.00, 0.01], [-0.07, 0.01, -0.20], [0.05, 0.02, -0.10], [-0.04, 0.04, 0.02], [0.01, 0.00, -0.01], [0.00, -0.02, 0.00], [0.00, -0.03, 0.05], [0.02, -0.02, 0.09], [0.01, 0.00, -0.01], [0.00, 0.00, 0.00], [0.00, 0.00, 0.00], [0.00, 0.02, 0.02]]
}